Below is a structure of composition C14H34ClCrN4O5S at a distorted geometry, with properties calculated with ωB97M-V/def2-TZVPD.

Summary:
Total energy ... -83033.2282 eV
E_LUMO (spin up / spin down) ... -1.72 / -6.31 eV
⟨S²⟩ ... 20.012
Spin multiplicity ... 9
Charge ... +1
HOMO (spin up / spin down) ... -6.290 / -11.748 eV
HOMO-LUMO gap (spin up / spin down) ... 4.5685 / 5.4379 eV

CARTESIAN COORDINATES (ANGSTROEM)
Cr  4.108  -2.227  -26.271
Cl  2.154  -3.711  -26.102
C  3.435  0.747  -23.128
C  3.252  -0.738  -23.448
O  3.836  -1.202  -24.414
N  2.465  -1.389  -22.633
C  2.460  -2.826  -22.465
H  2.445  1.201  -23.145
H  4.082  1.312  -23.800
H  3.897  0.872  -22.148
H  2.010  -0.739  -22.008
H  2.023  -3.041  -21.490
H  3.433  -3.313  -22.533
H  1.713  -3.259  -23.130
C  6.933  0.095  -28.069
C  6.593  -0.222  -26.641
O  5.831  -1.128  -26.416
N  7.318  0.380  -25.704
C  7.184  0.110  -24.289
H  7.229  -0.851  -28.522
H  7.748  0.798  -28.243
H  5.970  0.441  -28.445
H  7.783  1.254  -25.900
H  6.244  -0.419  -24.132
H  7.171  0.938  -23.581
H  7.908  -0.639  -23.969
C  5.371  -5.347  -23.577
C  6.078  -4.551  -24.684
O  5.415  -3.708  -25.289
N  7.394  -4.701  -24.751
C  8.317  -3.925  -25.687
H  4.428  -5.709  -23.985
H  5.131  -4.775  -22.681
H  5.932  -6.240  -23.306
H  7.902  -5.417  -24.250
H  8.024  -2.877  -25.623
H  8.288  -3.995  -26.775
H  9.316  -4.108  -25.292
C  3.626  -1.754  -30.340
C  4.500  -2.620  -29.531
O  4.305  -2.634  -28.292
N  5.519  -3.302  -30.158
C  6.738  -3.909  -29.528
H  2.631  -1.839  -29.903
H  3.501  -2.034  -31.386
H  4.006  -0.733  -30.334
H  5.523  -3.120  -31.151
H  7.159  -4.692  -30.158
H  6.625  -4.379  -28.551
H  7.544  -3.183  -29.425
C  2.815  1.903  -28.267
S  2.040  0.266  -27.825
O  3.003  -0.732  -27.284
C  1.188  0.947  -26.312
H  2.091  2.643  -28.607
H  3.590  1.672  -28.998
H  3.316  2.347  -27.406
H  1.994  1.330  -25.685
H  0.686  0.179  -25.723
H  0.665  1.845  -26.639

Atomic forces in eV per Å
Cr 0.0 -0.1 1.8
Cl -0.9 -0.8 0.1
C -0.3 0.0 0.2
C 1.8 2.1 -1.6
O 0.2 -0.6 0.5
N -0.5 0.0 1.2
C -1.5 -0.2 0.5
H 0.0 0.3 0.3
H -0.2 -0.5 -0.4
H -0.3 -0.1 0.2
H -0.2 -0.8 0.5
H 0.3 0.1 0.2
H -0.1 0.4 -0.3
H 0.4 -0.3 -0.5
C -0.3 0.2 0.1
C 1.5 -0.1 -1.2
O 0.2 -0.3 0.5
N 0.7 2.0 1.7
C -0.9 -1.6 0.6
H -0.3 0.0 -0.2
H -0.3 0.2 0.2
H 0.2 0.0 -0.7
H 0.1 -0.3 -0.5
H -0.3 0.1 -0.1
H 0.3 0.4 -0.6
H 0.4 0.3 0.1
C 0.1 -0.9 -0.7
C -1.6 0.6 1.9
O 1.0 -0.8 -0.3
N 2.3 0.4 -2.4
C -1.1 0.6 1.3
H -0.1 0.1 -0.1
H 0.4 0.2 -0.2
H 0.1 0.1 0.2
H -0.7 0.0 0.1
H 0.3 0.2 0.7
H -0.4 -1.4 0.0
H -0.1 0.3 -0.3
C -0.6 0.3 0.3
C 0.4 0.0 -5.1
O -0.2 -0.9 2.9
N 1.8 -1.9 0.3
C -0.3 0.7 -0.8
H -0.2 0.6 -0.1
H 0.4 -0.5 0.0
H -0.3 0.7 0.0
H 0.4 -0.2 0.3
H -0.4 0.0 -0.3
H -0.8 0.2 0.0
H 0.1 0.3 0.1
C 0.6 -0.7 0.7
S -1.9 1.6 0.4
O 0.5 0.6 -0.3
C 1.4 0.3 -0.6
H -0.2 -0.4 -0.3
H -0.3 0.1 -0.3
H 0.0 -0.2 0.2
H 0.3 -0.1 0.0
H -0.4 0.1 -0.6
H -0.7 -0.4 0.1